Entry 1:
The following is a DFT calculation (ωB97M-V/def2-TZVPD) of a structure of composition C11H21LaN3Si.

XYZ file:
```
37
Properties=species:S:1:pos:R:3
H 0.16368 2.35603 -1.57177
N -0.01302 0.92160 1.62867
C -3.96058 -1.66115 0.39950
H -2.69180 -0.71873 1.89423
N -4.13595 -2.19910 -0.79070
N 0.97273 -0.24258 -0.85141
H 3.50732 -1.28519 2.03925
H -1.84514 1.61115 -0.71310
H -0.27420 3.96551 -1.02662
H -3.17508 -2.71065 -2.52846
H 1.00047 -1.17371 -1.27893
C 2.41431 0.11016 -0.61918
H -4.83817 -1.60136 1.04255
H -2.11881 1.39152 1.73610
H 5.04571 -1.03649 1.15294
H 2.69966 -1.99087 0.02004
H 0.85943 1.43714 1.62464
Si 0.04285 -0.51257 0.69478
H 2.48835 0.96693 0.05022
H 3.99496 0.32474 1.42536
La 0.15318 -1.33428 -3.44848
H 4.04400 -1.31233 -0.89330
H -1.00712 2.70233 2.01722
C -1.64449 -1.17806 0.11600
C -1.81579 -1.75687 -1.18557
C 3.99603 -0.74990 1.22522
H -0.98447 -1.87370 -1.91294
C -0.07095 2.95352 -0.68036
C -2.76304 -1.15800 0.90649
C -1.17442 1.81778 1.39532
C 3.29651 -1.08038 -0.12963
H -2.06990 3.16945 0.02520
H 0.76734 2.93974 0.01717
C -1.36013 2.33794 -0.04489
C -3.06574 -2.24783 -1.54076
H 0.71770 -1.62375 1.37981
H 2.84455 0.44198 -1.57461
```

charge = +3
M = 362.3 g mol⁻¹
orbital gap = 4.06 eV
total energy = -915.8326 Ha
energy relative to the best compared isomer or geometry (same formula, charge and spin) = 0.0 kJ/mol

---

Entry 2:
The following is a DFT calculation (ωB97M-V/def2-TZVPD) of the ion C11H21N2 with charge +1.

XYZ file:
```
34
Properties=species:S:1:pos:R:3
H 1.64062 2.97706 -0.67283
C -0.75368 0.92490 0.11669
C 1.71588 0.78349 -0.07277
H -2.12870 0.74880 -1.74906
C 0.58483 0.73718 0.91225
H 0.54348 -2.80374 -1.08576
N 1.77976 -1.53504 0.01717
C 2.40255 -0.37035 -0.18801
H 4.50979 -1.28126 0.25696
C -2.61262 -0.01812 -1.03932
H -1.27354 -1.00434 2.02621
H 3.98724 -0.73216 -1.42452
H -1.37999 1.55029 0.73210
H -4.39557 0.12585 0.43286
H -3.60038 1.62331 0.03774
C 3.88605 -0.51772 -0.37641
H 0.05850 -2.46079 0.57348
H -1.88954 -2.22871 0.76744
N -0.34579 -0.98104 -0.89236
C -1.47422 -0.36579 -0.09136
H -4.60484 0.80462 -1.09436
C 2.34796 2.06566 -0.62623
H 2.29451 -2.41233 0.05038
C 0.42146 -1.95966 -0.33730
H 0.68021 -0.17450 1.52582
H -2.90626 -0.73485 -1.76240
H -2.81091 -0.81059 1.49660
H 4.47546 0.42718 -0.18943
H 3.14233 2.40670 -0.07054
C -3.80592 0.62449 -0.40651
H 0.71689 1.57852 1.58469
H 2.80974 1.91532 -1.57889
C -1.87540 -1.11744 1.10688
H -0.51752 1.41540 -0.78053
```

charge = +1
M = 181.3 g mol⁻¹
orbital gap (spin up / spin down) = 7.48 / 8.14 eV
total energy = -540.8387 Ha
energy relative to the best compared isomer or geometry (same formula, charge and spin) = 366.7 kJ/mol

---

Entry 3:
The following is a DFT calculation (ωB97M-V/def2-TZVPD) of the molecule C11H21N3O4.

XYZ file:
```
39
Properties=species:S:1:pos:R:3
H 1.75916 0.48631 -1.46379
H 0.04331 -1.96022 0.76012
C 3.33358 1.38548 -0.12842
H -1.03421 1.48050 1.73849
O -1.71386 2.82395 -1.29266
H -2.04194 -0.78179 1.35241
H -1.88455 0.16476 -1.46835
H 1.01242 -2.82756 -1.75193
C -2.43168 -0.30313 0.40708
C -1.69778 1.96869 0.97356
N 1.29140 -2.79932 -0.76632
N 0.31042 2.51554 -0.45701
C -2.94411 1.15133 0.54735
H -4.61418 -2.16534 -1.39003
H -3.28902 1.37889 -0.47270
H -3.82150 1.20073 1.20949
C -0.33363 -1.03457 -1.04349
H 2.44439 -2.48064 1.08991
O -0.05469 -1.16505 -2.26332
N -1.51326 -0.42071 -0.74112
C 0.67283 -1.65643 -0.04811
O -3.86517 -1.66501 -1.07518
C 2.72582 -1.68498 1.59122
H 2.30340 -2.95593 -0.69743
H 0.92366 2.37431 0.21038
H 2.80426 2.04306 0.35584
O -4.67928 -1.31188 1.01307
H -2.00872 2.91048 1.48061
H 2.47307 -1.54056 2.60568
H 0.62073 2.94977 -1.35475
H 1.11277 -0.09072 1.25986
H 3.65759 -1.11549 1.43489
H 3.86552 1.87502 -1.04794
C -1.04945 2.42870 -0.40245
C 2.47965 0.09537 -0.55403
H 3.16839 -0.64530 -1.00624
C 1.70910 -0.64889 0.57446
H 4.06206 1.26264 0.67793
C -3.79651 -1.24203 0.14292
```

M = 259.3 g mol⁻¹
orbital gap = 9.59 eV
total energy = -896.8932 Ha
SMILES string = CC[C@H](C)[C@H](N)C(=O)N[C@@H](CCC(N)=O)C(=O)O
energy relative to the best compared isomer or geometry (same formula, charge and spin) = 435.9 kJ/mol

---

Entry 4:
The following is a DFT calculation (ωB97M-V/def2-TZVPD) of the molecule C11H21N3O5.

XYZ file:
```
40
Properties=species:S:1:pos:R:3
H 2.65829 2.75101 -2.03881
N -3.26686 -3.28208 1.31627
O 0.57158 3.05975 0.17708
C -3.95303 -2.82317 0.09106
H -0.67323 -0.96372 -1.01318
C 3.14368 0.68755 -1.92016
C -3.14528 -2.22423 -1.06902
H -2.76438 -2.37775 1.63931
C -0.74787 0.50094 0.58040
C -2.72532 -0.80980 -0.92872
C 3.42575 2.78134 -0.11236
H 2.57051 0.03081 1.91751
O 0.02884 0.58124 2.84836
H -3.44427 -0.31845 -0.44113
C 1.09956 1.99478 0.36144
H -4.70762 -2.17269 0.36289
H 1.43075 0.04766 -2.54248
O 1.83031 0.88482 -2.24882
C 2.54738 1.83655 0.79048
H -1.19531 1.39362 0.45304
H 4.36201 2.55455 -2.18186
H -1.25787 -1.51162 0.53228
H -4.45824 -3.75815 -0.35402
H 3.60976 -0.10588 0.48076
N 3.17298 0.49084 1.21264
H -1.82858 -0.78547 3.20364
H 2.75037 3.67931 -0.06799
H -2.62931 -0.29176 -1.96970
C -1.30612 -0.64617 -0.21250
N 0.58580 0.70429 0.18361
O -1.99065 -0.31235 2.42005
H -2.14973 -2.70877 -1.37757
H 2.54638 2.33702 1.75671
O 3.71639 -0.31812 -2.10092
H -2.59283 -3.98577 1.07658
C -0.78686 0.25282 2.03090
H 4.36353 3.01390 0.44385
C 3.45938 2.19382 -1.59269
H 1.44504 0.15314 0.29190
H -3.69494 -2.53379 -1.99881
```

M = 275.3 g mol⁻¹
orbital gap = 9.74 eV
total energy = -972.1343 Ha
SMILES string = NCCCC[C@H](NC(=O)[C@@H](N)CCC(=O)O)C(=O)O
energy relative to the best compared isomer or geometry (same formula, charge and spin) = 354.8 kJ/mol